# C22H21IN7O2STi

C22H21IN7O2STi as an isolated structure (ωB97M-V with the def2-TZVPD basis set, OMol25).

The geometry in XYZ format:
```
55
Properties=species:S:1:pos:R:3:nbo_charge:R:1
Ti -0.183 -0.139 0.221 0.994
C 1.517 -0.328 4.362 -0.668
C 1.198 -0.242 2.899 0.183
N 0.018 -0.518 2.405 -0.207
O -0.974 -0.917 3.320 -0.588
C 2.140 0.162 1.901 0.029
C 3.570 0.536 2.183 -0.649
N 1.558 0.142 0.730 -0.134
O 1.959 0.384 -0.471 -0.548
H 0.803 -0.994 4.844 0.243
H 1.426 0.657 4.821 0.223
H 2.529 -0.695 4.520 0.213
H -1.753 -1.022 2.740 0.499
H 3.620 1.237 3.017 0.210
H 3.991 1.000 1.292 0.239
H 4.168 -0.342 2.436 0.204
S -1.405 0.292 -1.899 -0.282
C -0.626 0.186 -3.453 -0.145
C -0.611 1.304 -4.292 -0.197
C -0.118 1.213 -5.576 -0.219
C 0.363 0.004 -6.056 -0.265
C 0.353 -1.110 -5.229 -0.209
C -0.131 -1.025 -3.940 -0.234
H -1.013 2.236 -3.918 0.203
H -0.120 2.088 -6.213 0.195
H 0.738 -0.072 -7.068 0.197
H 0.715 -2.060 -5.601 0.198
H -0.154 -1.897 -3.298 0.213
N -2.093 -0.336 0.845 -0.689
C -3.184 0.103 0.784 0.676
N -4.343 0.524 0.646 -0.660
C -5.359 0.673 1.415 0.450
N -6.321 0.835 2.033 -0.494
I -1.024 4.784 3.568 0.114
C -0.494 3.888 1.726 -0.167
C -0.034 4.681 0.680 -0.216
C 0.336 4.000 -0.484 -0.239
C 0.203 2.633 -0.556 0.071
N -0.271 1.879 0.462 -0.446
C -0.599 2.524 1.601 0.004
H 0.038 5.755 0.760 0.224
H 0.718 4.554 -1.328 0.219
H 0.493 2.099 -1.454 0.253
H -0.971 1.911 2.416 0.230
C -0.171 -4.860 0.440 -0.200
C -1.187 -4.148 -0.205 -0.249
C -1.041 -2.802 -0.430 0.027
N 0.045 -2.088 -0.029 -0.480
C 1.057 -2.807 0.525 0.044
C 0.990 -4.157 0.764 -0.261
H -0.269 -5.909 0.660 0.206
H -2.083 -4.652 -0.534 0.215
H -1.811 -2.236 -0.949 0.244
H 1.964 -2.259 0.763 0.212
H 1.834 -4.668 1.204 0.211
```

Calculated values
Expectation value of S²   2.03
Total charge   -1
Multiplicity   3
Lowest unoccupied orbital energy (spin up / spin down)   2.1 / 2.1 eV



# C12H36AsF6O6

C12H36AsF6O6 as an isolated structure (ωB97M-V with the def2-TZVPD basis set, OMol25).

The geometry in XYZ format:
```
61
Properties=species:S:1:pos:R:3:nbo_charge:R:1
As 0.652 0.433 -0.314 2.820
F 1.865 1.606 0.254 -0.606
F 0.126 1.576 -1.580 -0.629
F -0.564 -0.823 -0.881 -0.635
F 1.176 -0.657 1.017 -0.649
F -0.566 1.073 0.757 -0.618
F 1.774 -0.427 -1.429 -0.640
C 4.619 -1.946 1.892 -0.638
C 3.749 -2.186 3.134 0.099
C 3.359 -0.772 3.655 -0.645
O 2.579 -2.721 2.689 -0.715
H 4.897 -2.888 1.420 0.205
H 5.591 -1.485 2.067 0.202
H 3.971 -1.513 1.130 0.214
H 4.283 -2.753 3.896 0.169
H 2.958 -0.671 4.663 0.203
H 2.553 -0.289 3.102 0.226
H 4.274 -0.181 3.683 0.193
H 2.310 -2.091 2.017 0.481
C -2.578 0.014 5.293 -0.617
C -1.423 -0.045 4.369 0.108
C -0.950 -1.441 3.929 -0.629
O -1.646 0.667 3.225 -0.740
H -2.719 1.064 5.549 0.213
H -2.347 -0.604 6.161 0.201
H -3.445 -0.378 4.762 0.207
H -0.614 0.516 4.838 0.133
H -1.787 -2.047 3.581 0.202
H -0.533 -2.013 4.758 0.198
H -0.174 -1.265 3.184 0.220
H -1.014 0.487 2.525 0.495
C -2.678 4.649 -4.080 -0.644
C -2.581 3.517 -3.003 0.109
C -2.189 2.208 -3.661 -0.641
O -1.543 3.746 -2.091 -0.746
H -3.139 4.309 -5.007 0.205
H -1.656 4.914 -4.352 0.207
H -2.952 5.623 -3.673 0.209
H -3.587 3.546 -2.584 0.152
H -1.166 2.154 -4.034 0.218
H -2.865 1.906 -4.461 0.194
H -2.362 1.398 -2.953 0.220
H -0.971 2.995 -1.916 0.505
C -3.845 -0.648 -0.014 -0.282
O -5.022 0.183 0.183 -0.710
H -3.874 -1.702 0.264 0.156
H -3.439 -0.667 -1.025 0.170
H -2.977 -0.314 0.556 0.209
H -5.551 -0.048 -0.584 0.455
C 0.986 -3.388 -2.534 -0.256
O 2.054 -2.524 -2.955 -0.757
H 1.369 -4.274 -2.028 0.155
H 0.224 -2.949 -1.890 0.197
H 0.518 -3.758 -3.446 0.167
H 2.118 -1.846 -2.278 0.495
C 2.554 0.858 -4.334 -0.256
O 2.459 -0.459 -4.840 -0.764
H 3.233 1.587 -4.775 0.167
H 1.506 1.148 -4.406 0.166
H 2.820 0.625 -3.303 0.179
H 2.179 -1.028 -4.120 0.491
```

Calculated values
Total charge   -1
Lowest unoccupied orbital energy   2.8 eV



ΔE to the lowest compared entry with this formula, charge and spin (computed, eV): 1.681 1.908
Strongest force on any atom (computed, Eh/bohr): 0.0543 0.0645